This record from the OMol25 dataset describes a 10-piece molecular cluster, C20H40Cl20 overall at a distorted geometry. The level of theory is ωB97M-V/def2-TZVPD.

```
80
Properties=species:S:1:pos:R:3:forces:R:3
Cl -2.183127 -2.392219 -0.377097 -0.100 -0.025 0.043
C -2.798401 -3.750162 -1.369666 0.442 0.153 0.190
C -3.213647 -4.870541 -0.462606 -0.209 -0.084 0.177
Cl -3.490766 -6.329990 -1.449223 -0.111 -0.105 -0.042
H -1.972522 -4.076644 -1.989343 0.006 0.107 -0.258
H -3.623750 -3.368866 -1.953005 -0.078 -0.005 -0.222
H -4.134035 -4.632340 0.059782 -0.059 -0.060 0.063
H -2.440502 -5.104518 0.258790 0.102 -0.019 0.035
Cl 3.702291 2.395715 -4.595959 0.046 -0.005 -0.163
C 2.536486 1.060369 -4.391092 0.035 -0.021 0.264
C 1.230357 1.288799 -5.083738 -0.305 -0.101 -0.999
Cl 0.343347 2.692814 -4.444824 -0.079 -0.145 0.116
H 2.390391 0.977731 -3.316991 -0.040 -0.151 0.015
H 2.990698 0.145600 -4.764324 0.075 0.039 0.007
H 0.613626 0.388624 -5.054474 -0.109 0.115 0.598
H 1.324752 1.448175 -6.160568 0.402 0.265 0.157
Cl 2.014367 -1.972113 -2.062038 -0.070 0.046 0.003
C 3.629528 -2.513758 -1.517064 -0.173 -0.573 -0.387
C 4.732582 -1.822103 -2.279951 -0.028 0.427 0.536
Cl 4.559170 -2.075553 -4.024836 0.051 0.138 -0.181
H 3.688026 -3.583552 -1.715409 -0.174 0.011 0.155
H 3.613554 -2.319998 -0.450589 0.462 0.037 0.050
H 5.711201 -2.220602 -2.036169 0.004 -0.183 0.281
H 4.735559 -0.763593 -2.013564 -0.018 0.058 -0.503
Cl -0.055334 2.159949 0.535806 0.085 0.173 0.242
C -0.147794 0.457003 0.043777 0.116 -0.392 -0.197
C -0.360440 0.345659 -1.436117 0.162 -0.175 -0.431
Cl -1.871948 1.128177 -1.921484 -0.269 0.025 -0.217
H -0.949954 -0.044067 0.574381 -0.089 0.263 0.141
H 0.786978 -0.027235 0.315466 0.080 0.064 0.014
H -0.453576 -0.694507 -1.739788 -0.012 -0.058 0.226
H 0.457699 0.777127 -2.009856 -0.078 0.251 0.056
Cl -4.949357 3.091171 0.351214 -0.030 -0.100 0.076
C -4.068284 3.841816 -0.999949 -0.532 -0.262 -0.413
C -3.711679 5.273608 -0.739070 0.886 0.082 -0.755
Cl -5.110800 6.350672 -0.923248 -0.110 0.105 0.255
H -4.721465 3.789410 -1.872294 -0.069 0.058 0.112
H -3.215716 3.217353 -1.244597 0.300 0.164 0.392
H -2.999801 5.568660 -1.517998 -0.151 0.019 0.050
H -3.201198 5.445749 0.200928 -0.312 -0.056 0.318
Cl -4.054778 1.335299 5.162626 -0.157 0.009 0.063
C -2.346333 1.676396 4.862707 0.815 0.149 -0.184
C -2.080817 2.140400 3.448846 -0.289 -1.073 -0.657
Cl -2.719808 3.774478 3.203095 0.298 0.120 -0.140
H -1.784009 0.766370 5.060696 -0.098 -0.065 -0.030
H -1.996508 2.442323 5.551752 -0.213 -0.032 0.164
H -2.538914 1.461248 2.720139 -0.499 0.312 0.245
H -1.039529 2.029963 3.133587 0.178 0.669 0.608
Cl -1.381933 -1.220475 2.946085 0.093 -0.172 0.143
C -0.132619 -1.441451 4.225546 -0.573 -0.584 -0.001
C -0.667730 -2.388574 5.288003 0.517 0.574 0.557
Cl 0.424485 -2.245604 6.726799 -0.078 -0.001 -0.125
H 0.040014 -0.467917 4.662292 0.264 0.156 -0.045
H 0.739346 -1.859772 3.739613 0.171 0.211 0.050
H -0.625122 -3.436704 5.029154 -0.266 -0.046 -0.336
H -1.644304 -2.068750 5.635849 -0.127 -0.207 -0.109
Cl -1.015450 -1.727346 -4.313764 0.035 -0.150 -0.060
C -2.064179 -2.418060 -5.593462 0.016 0.289 -0.005
C -2.495235 -1.353581 -6.577002 -0.368 0.064 0.418
Cl -1.145710 -0.705261 -7.523225 0.095 -0.021 -0.118
H -2.934847 -2.801115 -5.070218 -0.092 -0.128 -0.088
H -1.523002 -3.220907 -6.081732 0.067 -0.065 0.045
H -2.950524 -0.525647 -6.038081 0.085 0.086 -0.008
H -3.251666 -1.748633 -7.253590 0.178 -0.117 -0.121
Cl 2.611708 -1.449344 1.875872 0.072 -0.044 0.195
C 3.967090 -1.398448 3.073157 -0.466 0.359 0.032
C 4.363188 -2.796924 3.492643 -0.076 -0.052 -1.121
Cl 3.106659 -3.625662 4.427323 -0.009 0.113 0.250
H 3.627781 -0.770765 3.895980 -0.019 -0.141 0.035
H 4.741060 -0.858984 2.536302 0.355 -0.240 0.159
H 5.309960 -2.826858 4.020311 -0.043 0.144 0.265
H 4.464289 -3.373607 2.571072 0.197 -0.090 0.166
Cl 2.020322 5.672355 1.738762 -0.026 0.026 0.012
C 2.572868 4.131374 2.446477 -0.095 0.202 0.277
C 1.830901 3.861121 3.739412 0.406 -0.398 0.085
Cl 2.123805 2.131176 4.178358 -0.193 -0.002 -0.026
H 3.628515 4.242786 2.669557 0.115 -0.113 -0.198
H 2.403524 3.344747 1.722795 -0.036 -0.044 -0.111
H 0.762966 4.028569 3.678638 -0.111 -0.064 -0.098
H 2.268022 4.409963 4.564411 -0.174 0.289 0.009
```
Forces are in eV/Å.

The calculation puts the energy above the lowest of the compared OMol25 structures with the same formula, charge and spin at 11.5 kcal/mol. For the frontier orbital gap, the calculation gives 10.115 eV. The HOMO energy comes out at -0.3715 hartree. As for the net charge: 0. Its SMILES is ClCCCl.ClCCCl.ClCCCl.ClCCCl.ClCCCl.ClCCCl.ClCCCl.ClCCCl.ClCCCl.ClCCCl. For the energy, the calculation gives -271840.056 eV.